C48H108AsF6P3 | ωB97M-V/def2-TZVPD

E_HOMO ... -14.94 eV
HOMO-LUMO gap ... 0.4364 Eh
E_LUMO ... -3.07 eV
Energy ... -156530.173 eV
Energy relative to the best compared isomer or geometry (same formula, charge and spin) ... 11.19 kcal/mol
Total charge ... +2

Atoms and positions in Å:
1 C -0.855 1.819 -6.109
2 C 0.060 2.181 -4.934
3 C -0.579 3.192 -3.994
4 C -1.864 2.562 -3.334
5 P -2.663 3.700 -2.178
6 C -3.378 5.099 -3.061
7 C -4.119 4.851 -4.355
8 C -4.400 6.155 -5.077
9 C -3.207 6.746 -5.808
10 C -1.627 4.478 -0.981
11 C -0.629 5.573 -1.487
12 C 0.280 6.201 -0.472
13 C 1.148 7.194 -1.111
14 C -3.885 2.703 -1.271
15 C -5.101 2.299 -2.170
16 C -5.996 1.133 -1.652
17 C -6.207 1.308 -0.113
18 H -0.243 1.470 -6.965
19 H -1.407 2.712 -6.542
20 H -1.704 1.172 -5.793
21 H 1.023 2.628 -5.306
22 H 0.466 1.327 -4.331
23 H -0.806 4.178 -4.431
24 H 0.124 3.377 -3.165
25 H -1.648 1.638 -2.779
26 H -2.641 2.416 -4.127
27 H -2.559 5.820 -3.265
28 H -4.050 5.537 -2.307
29 H -4.982 4.224 -4.083
30 H -3.393 4.266 -4.918
31 H -4.740 6.943 -4.363
32 H -5.240 6.008 -5.744
33 H -2.506 7.360 -5.215
34 H -3.457 7.361 -6.662
35 H -2.524 5.962 -6.219
36 H -1.055 3.612 -0.593
37 H -2.172 4.815 -0.173
38 H -1.222 6.328 -2.043
39 H 0.008 5.182 -2.280
40 H 0.822 5.386 0.011
41 H -0.278 6.630 0.370
42 H 0.571 7.844 -1.784
43 H 1.937 6.738 -1.756
44 H 1.674 7.932 -0.439
45 H -4.268 3.363 -0.495
46 H -3.317 1.857 -0.885
47 H -4.799 2.135 -3.215
48 H -5.699 3.244 -2.193
49 H -5.447 0.159 -1.818
50 H -6.964 1.142 -2.209
51 H -6.658 2.281 0.090
52 H -5.362 1.133 0.558
53 H -7.039 0.597 0.070
54 C 3.687 -5.961 -0.470
55 C 3.514 -4.567 -0.928
56 C 3.659 -3.533 0.207
57 C 3.104 -2.063 -0.033
58 P 3.940 -1.121 -1.316
59 C 3.646 -1.837 -2.916
60 C 2.337 -1.356 -3.660
61 C 2.068 -1.860 -5.088
62 C 0.556 -1.590 -5.489
63 C 3.396 0.579 -1.511
64 C 3.719 1.566 -0.361
65 C 3.182 2.939 -0.721
66 C 3.902 3.654 -1.894
67 C 5.744 -1.168 -0.956
68 C 6.093 -0.968 0.529
69 C 7.598 -0.709 0.734
70 C 8.016 -1.115 2.128
71 H 3.504 -6.640 -1.326
72 H 3.047 -6.350 0.355
73 H 4.719 -6.181 -0.194
74 H 2.507 -4.488 -1.358
75 H 4.217 -4.391 -1.744
76 H 4.716 -3.595 0.575
77 H 3.152 -4.028 1.011
78 H 3.003 -1.497 0.893
79 H 2.043 -2.120 -0.369
80 H 3.819 -2.898 -2.853
81 H 4.416 -1.463 -3.547
82 H 2.370 -0.281 -3.723
83 H 1.437 -1.616 -3.093
84 H 2.142 -2.970 -5.059
85 H 2.858 -1.489 -5.784
86 H 0.363 -2.121 -6.424
87 H 0.305 -0.567 -5.669
88 H -0.165 -1.971 -4.716
89 H 2.345 0.592 -1.775
90 H 4.052 0.858 -2.331
91 H 4.833 1.676 -0.262
92 H 3.246 1.338 0.585
93 H 3.393 3.456 0.216
94 H 2.098 2.932 -0.851
95 H 5.006 3.654 -1.799
96 H 3.559 4.751 -1.858
97 H 3.614 3.246 -2.889
98 H 6.348 -0.541 -1.662
99 H 6.057 -2.186 -1.333
100 H 5.750 -1.860 1.117
101 H 5.500 -0.119 0.870
102 H 7.879 0.308 0.541
103 H 8.173 -1.122 -0.073
104 H 7.265 -0.697 2.866
105 H 9.017 -0.730 2.452
106 H 8.036 -2.223 2.269
107 C -3.791 -6.120 7.157
108 C -4.234 -4.684 7.080
109 C -3.749 -3.891 5.933
110 C -2.234 -3.655 5.978
111 P -1.708 -2.889 4.366
112 C -3.017 -2.022 3.505
113 C -3.614 -0.739 4.110
114 C -2.745 0.548 3.756
115 C -3.591 1.885 3.810
116 C -0.210 -1.908 4.500
117 C 0.907 -2.605 5.175
118 C 2.232 -1.748 5.318
119 C 2.995 -1.511 4.021
120 C -1.228 -4.299 3.298
121 C -0.220 -3.936 2.265
122 C 0.370 -5.082 1.531
123 C -0.666 -5.704 0.584
124 H -4.192 -6.616 7.991
125 H -2.671 -6.156 7.040
126 H -4.260 -6.605 6.231
127 H -3.961 -4.267 8.049
128 H -5.381 -4.625 7.045
129 H -4.277 -2.913 5.811
130 H -3.866 -4.498 5.040
131 H -1.720 -4.601 6.067
132 H -1.988 -2.975 6.800
133 H -3.888 -2.722 3.542
134 H -2.732 -1.842 2.463
135 H -3.772 -0.773 5.163
136 H -4.564 -0.506 3.550
137 H -2.497 0.392 2.632
138 H -1.834 0.705 4.309
139 H -3.114 2.643 3.168
140 H -3.566 2.318 4.815
141 H -4.675 1.745 3.562
142 H -0.499 -0.971 5.079
143 H -0.003 -1.602 3.447
144 H 1.082 -3.596 4.794
145 H 0.525 -2.848 6.185
146 H 2.851 -2.285 6.105
147 H 2.008 -0.778 5.769
148 H 3.896 -0.955 4.267
149 H 2.339 -1.010 3.271
150 H 3.359 -2.395 3.501
151 H -2.140 -4.715 2.851
152 H -0.791 -5.057 3.959
153 H 0.559 -3.331 2.733
154 H -0.708 -3.198 1.619
155 H 0.742 -5.847 2.250
156 H 1.272 -4.802 1.023
157 H -1.717 -5.586 0.988
158 H -0.464 -6.772 0.479
159 H -0.663 -5.195 -0.391
160 As -0.644 -0.140 -0.266
161 F 0.714 -0.393 0.728
162 F 0.294 0.870 -1.240
163 F -1.910 0.151 -1.405
164 F -1.616 -1.117 0.788
165 F -1.031 1.224 0.741
166 F -0.210 -1.520 -1.146

Mulliken atomic charge list, values in e, 99 entries: -1.507, 0.152, -0.004, -0.975, 1.202, -1.088, -0.167, -0.698, -1.070, -1.188, -0.320, -0.446, -1.282, -0.614, -0.754, -0.605, -1.117, 0.442, 0.289, 0.370, 0.436, -0.383, 0.562, -0.451, 0.520, 0.698, -0.008, 0.512, 0.383, 0.007, 0.282, 0.454, 0.292, 0.375, 0.176, 0.154, 0.977, 0.387, 0.027, 0.293, 0.397, 0.339, 0.205, 0.377, 0.793, 0.140, 0.341, 0.354, 0.285, 0.385, 0.342, 0.192, 0.419, -1.695, -0.118, -0.821, 0.168, 1.292, -1.975, 0.223, -0.487, -0.865, -0.043, -0.333, -0.331, -1.165, -1.186, -0.136, -0.846, -1.165, 0.425, 0.288, 0.386, 0.256, 0.519, 0.139, 0.519, 0.157, -0.022, 0.320, 0.650, 0.208, -0.014, 0.345, 0.344, 0.461, -0.059, 0.315, -0.704, 0.770, 0.414, 0.192, 0.484, -0.108, 0.392, 0.215, 0.244, 0.493, 0.654